This record from OMol25 describes 5 unconnected molecules or ions with the total composition C52H96BrClN6O11S. The level of theory is ωB97M-V with the def2-TZVPD basis set.

Calculated values
- energy (eV) = -180335.661
- lowest unoccupied orbital energy (eV) = -0.05
- highest occupied orbital energy (eV) = -7.56
- SMILES string = C=CCc1cc(CCCCN(C)C(C)=O)c(C[C@H](C)Br)c2c1Sc1c(cc(CCCO)c(O)c1Cl)N2.COCCNCCOC.COCCNCCOC.COCCNCCOC.COCCNCCOC

Structure (ORCA input):
```
! wB97M-V def2-TZVPD RIJCOSX def2/J DEFGRID3
* xyz 0 1
Br -2.85389 -1.04461 -4.24136
Cl 2.64355 2.86297 2.57796
S 0.04331 1.05496 2.57341
O -13.19073 0.12370 4.47064
O 7.69224 -1.22039 -4.81080
O 2.11610 2.64409 -5.49622
O -6.86061 -5.36116 4.36033
O 10.04701 4.82252 -0.90280
O -2.85975 -3.70309 2.93775
O 3.14860 4.27908 0.00660
O 5.89422 2.79661 -3.58431
O 4.32988 -4.03937 -2.28372
O 6.48377 7.27825 -2.23092
O -11.07109 -3.91246 4.36199
N -11.66688 -1.48659 2.47975
N 6.34312 1.07288 -6.15462
N -5.59782 -2.67901 4.05669
N -1.44470 1.08668 0.11638
N 8.27953 7.16618 0.13504
N 3.33396 -4.46720 -0.26681
C 6.44721 1.65681 -2.94680
C 5.24600 -2.73814 -0.53370
C -1.57197 -1.35951 -0.17619
C 0.10815 -0.43389 5.63332
C -0.16674 -1.67807 2.20585
C 3.69909 -4.46455 1.16030
C 0.52687 2.02422 1.15319
C -13.10532 -1.24484 2.47920
C 6.08087 2.50543 -6.03313
C -0.29406 1.90981 0.05568
C 4.29354 -3.78966 -1.08786
C 0.89096 3.74020 -3.65057
C 2.00068 3.51730 0.00329
C -11.71399 -3.96741 3.10027
C -0.34173 -4.27275 -1.31309
C 0.04922 2.62764 -1.07431
C 7.96132 -0.76996 -6.13438
C 6.54323 -2.04747 -4.71872
C 1.61527 4.16476 -2.35192
C 9.12228 4.86985 -1.97567
C -6.66809 -3.23121 3.23389
C 5.43822 6.50020 -1.67281
C -7.55617 -4.15864 4.03898
C -1.16618 -0.23286 0.54251
C 0.84556 -4.83703 -0.48667
C 1.84755 3.89050 -4.86526
C -0.47485 -0.42941 1.71675
C -1.23850 -2.61595 0.30269
C -12.11519 0.96015 4.85648
C -0.21599 -1.42242 4.71946
C -1.59287 -3.90197 -0.44951
C 1.18474 3.39940 -1.09983
C 6.85646 8.39793 -1.43143
C -11.70657 -3.08359 5.32112
C -4.57588 -1.95979 3.29897
C 0.61811 -1.81454 3.51629
C 6.56639 3.20828 -4.76769
C -1.59019 -1.43476 -2.75276
C 9.61827 6.76154 0.55794
C -11.29293 -2.85685 2.13928
C -2.37151 -1.17094 -1.45992
C 7.75692 0.72815 -6.24604
C 8.25624 8.21338 -0.87828
C -6.59159 -5.50740 5.74185
C 1.65477 2.81027 1.14352
C -3.72370 -2.76002 2.31684
C -13.43176 0.11338 3.06714
C -0.55869 -2.78660 1.49059
C 2.00792 -3.81257 -0.47046
C 10.51410 6.09231 -0.48296
C -0.40858 -0.47265 -2.95878
C -3.45646 -4.96675 3.18377
H 5.76686 5.98159 -0.76590
H 2.67137 3.89300 -2.49465
H -2.66392 -5.71753 3.16053
H 7.65343 3.15190 -4.63908
H 1.58793 5.24646 -2.19212
H -4.31943 -3.23702 1.52874
H 4.56536 7.11846 -1.44422
H -0.29968 -3.75747 1.89282
H 3.88369 3.73241 -0.29961
H -1.86246 1.11169 -0.80414
H 1.26179 -5.76549 -0.88382
H 6.85383 9.27225 -2.08874
H 5.72857 -3.07498 0.39034
H 6.49384 -2.43877 -3.70493
H -2.84848 -0.19244 -1.55431
H -6.17519 -6.50227 5.89547
H 2.18252 1.94382 -4.83948
H -12.80127 -4.03513 3.21902
H 11.48170 5.91178 -0.00583
H -0.83988 0.51292 -3.16762
H 1.84353 -3.04468 0.30265
H 10.14003 7.63277 0.96663
H -12.88315 0.90906 2.55537
H -10.20172 -2.87708 2.06755
H 0.03823 0.63690 5.43401
H 8.59525 9.15258 -0.43128
H 10.71744 6.73723 -1.34552
H 3.95902 -3.47601 1.56196
H -7.94530 -3.66125 4.93108
H 4.72843 -1.79467 -0.31536
H -0.03226 4.31492 -3.77966
H -0.60052 -5.02745 -2.06543
H -2.42629 -3.74301 -1.13868
H -14.49954 0.30491 2.92767
H 8.34131 1.20520 -5.44767
H 2.83047 -4.80753 1.73368
H -5.85996 -4.76883 6.08702
H 1.47012 -1.12765 3.45838
H 0.95204 -2.85424 3.57921
H -1.32203 -2.47582 -2.89677
H -11.30095 -1.27576 3.39926
H 8.09631 4.91739 -1.60118
H 7.36029 -1.30703 -6.87339
H -3.90570 -5.00202 4.17931
H 5.15034 5.75210 -2.41150
H 5.97158 0.73867 -3.30233
H 9.01287 -0.99270 -6.33752
H 9.31694 5.70702 -2.65041
H 6.33201 4.27092 -4.88177
H -11.30309 -2.06794 5.29042
H 4.99557 2.63211 -6.08405
H 0.46212 -0.71699 6.63126
H 6.49802 3.01225 -6.90887
H 6.23767 1.73926 -1.87848
H -7.27284 -2.40994 2.83693
H -4.20175 -5.22584 2.42786
H 0.27208 -0.45765 -2.10232
H -1.14606 -1.99366 4.85754
H -1.80404 -4.66774 0.30055
H 1.39557 4.53437 -5.62405
H 9.21651 3.94113 -2.54142
H 0.09960 -0.76739 -3.88263
H 0.58060 -5.00617 0.56069
H 2.79566 4.33625 -4.53503
H -6.26932 -3.80591 2.38687
H -13.64201 -1.99946 3.06903
H 8.91804 7.97616 -1.72187
H 8.14769 1.07184 -7.20829
H -3.90026 -1.50734 4.03061
H -0.58733 2.56788 -1.95225
H -11.39947 -4.91455 2.65192
H -5.05379 -1.13535 2.76041
H 4.50484 -5.19175 1.29682
H 5.94739 0.60575 -5.34910
H 0.61005 2.68061 -3.63983
H -11.15620 0.56561 4.50463
H 6.13499 8.58353 -0.63087
H -3.07083 -2.04869 1.81329
H 6.60838 -2.89073 -5.41140
H 7.52941 1.59271 -3.08216
H -13.47408 -1.28861 1.45021
H 5.62675 -1.48140 -4.91573
H -8.41223 -4.44387 3.42270
H -11.48393 -3.49019 6.30847
H -12.25319 1.97778 4.47979
H 0.01562 -3.37136 -1.81282
H 7.80481 6.35149 -0.23119
H 6.04853 -2.50048 -1.23163
H -12.79125 -3.05960 5.19258
H -12.09517 0.99362 5.94482
H 9.48630 6.05840 1.38423
H -5.14971 -3.43433 4.55889
H -7.50810 -5.41903 6.33248
H 2.08325 -3.28376 -1.42667
H -3.19621 -1.89528 -1.43673
H -11.67816 -3.08817 1.14118
*
```

This record from OMol25 describes a gas-phase ion, C3H8N3S (charge +1). The level of theory is ωB97M-V with the def2-TZVPD basis set.

Calculated values
- energy (eV) = -18534.103
- lowest unoccupied orbital energy (spin up / spin down) (eV) = -3.25 / -7.26
- highest occupied orbital energy (spin up / spin down) (eV) = -9.80 / -13.97
- ⟨S²⟩ = 2.0078
- ΔE to the lowest compared entry with this formula, charge and spin (kJ/mol) = 167.47

Structure (ORCA input):
```
! wB97M-V def2-TZVPD RIJCOSX def2/J DEFGRID3
* xyz 1 3
S -2.32930 -1.70616 0.63582
N 1.88740 0.12737 -0.12601
N -0.24486 0.76494 -0.76205
N 2.86374 -0.39241 0.81785
C 0.56646 0.08569 0.01799
C -2.44025 -0.01680 0.00498
C -1.65009 0.84704 -0.63827
H 0.24836 1.34317 -1.58460
H 2.47757 0.60924 -0.83653
H -3.47388 0.34916 0.22774
H 3.04227 -1.39350 0.77192
H -1.39058 -1.99452 -0.21747
H 0.05235 -0.24270 0.99567
H 2.50690 -0.04760 1.75045
H -2.11607 1.66708 -1.05750
*
```

This record from OMol25 describes a gas-phase ion, C5H10NO2 (charge +1). The level of theory is ωB97M-V with the def2-TZVPD basis set.

Calculated values
- energy (eV) = -10923.154
- lowest unoccupied orbital energy (eV) = -3.23
- highest occupied orbital energy (eV) = -14.34
- ΔE to the lowest compared entry with this formula, charge and spin (kJ/mol) = 279.56
- SMILES string = C[NH+](C)/C=C/OC=O

Structure (ORCA input):
```
! wB97M-V def2-TZVPD RIJCOSX def2/J DEFGRID3
* xyz 1 1
O 1.51479 1.09850 1.99809
O 2.96802 0.14971 0.58223
N -0.86161 -0.01943 -0.58146
C 0.24943 0.01171 0.29840
C 2.77474 0.66469 1.63881
C 0.58025 1.05670 1.07590
C -1.91921 -0.83584 0.20297
C -0.60692 -0.47216 -1.91902
H 0.86271 -0.87370 0.10181
H -2.68967 -1.08479 -0.56584
H -0.37015 0.34305 -2.63170
H -1.07369 1.02956 -0.58861
H -1.40218 -1.76720 0.26064
H -1.51297 -0.92914 -2.42102
H 0.25330 -1.24754 -2.01405
H 0.02673 1.97415 1.13320
H -2.26019 -0.15043 1.04908
H 3.46661 1.05218 2.38058
*
```

This record from OMol25 describes a molecular structure, C28H32N3OPbS2SbSe6Te2. The level of theory is ωB97M-V with the def2-TZVPD basis set.

Calculated values
- energy (eV) = -476200.115
- lowest unoccupied orbital energy (eV) = 3.67
- highest occupied orbital energy (eV) = -1.62
- ΔE to the lowest compared entry with this formula, charge and spin (kJ/mol) = 0.00

Structure (ORCA input):
```
! wB97M-V def2-TZVPD RIJCOSX def2/J DEFGRID3
* xyz -2 1
Pb 1.67350 -0.40597 1.24565
Te 0.43653 1.27517 5.10767
Te 2.97088 1.99135 4.44813
Sb 7.25691 -0.20739 0.20343
Se -0.55489 0.72535 2.84747
Se 9.17736 -0.55534 -1.21600
Se 3.85830 0.04596 3.11764
Se 5.59591 -2.19748 -0.46729
Se 5.53113 1.26048 -1.25133
Se 4.03229 -0.57371 -1.02480
S 1.44982 -2.38053 -1.06504
S -1.18421 -1.19320 -1.24862
O -0.78326 -0.32192 -0.08765
N 0.71652 -3.20053 1.84018
N 2.21613 1.98994 0.21045
N 0.64710 3.56460 0.89904
C -0.91773 -5.32815 2.57023
C 3.02618 4.10216 1.11950
C 1.10400 -2.56387 4.13940
C 0.80832 1.10865 -3.88811
C 1.92821 3.14041 0.72757
C 0.39115 0.48114 -2.72295
C -0.94396 -5.63189 -1.12155
C -0.10482 -4.55451 -1.45883
C -0.17154 5.88555 1.37658
C -0.56351 3.59817 -1.25784
C -3.53647 0.37300 -1.27884
C -3.76359 -2.00507 -0.94192
C -0.78011 -0.25954 -2.73033
C -1.53936 -0.38045 -3.88904
C -2.97931 -0.89964 -1.23477
C 0.05981 0.98927 -5.05167
C -0.44261 2.96796 0.13224
C -5.12538 -1.84272 -0.70489
C 0.17787 -3.99140 0.87274
C -1.12269 0.25708 -5.04861
C 0.29774 4.53513 1.92579
C -5.68627 -0.57512 -0.75244
C -1.23763 -5.89334 0.18931
C -4.89278 0.53147 -1.04456
C -0.33204 -4.54237 3.51106
C 0.47453 -3.72549 -0.50476
C -0.67586 -5.08155 1.19723
C 0.49425 -3.45894 3.10324
H 2.76488 5.13311 0.87039
H 1.15312 4.67567 2.58129
H -0.27725 1.90114 0.03400
H -0.48801 -4.71749 4.56869
H -1.71007 0.16983 -5.95420
H -5.74194 -2.70202 -0.47152
H 0.40229 1.45831 -5.96641
H -0.32910 6.59099 2.19725
H -1.29454 3.05196 -1.86416
H 3.22521 1.90813 0.10190
H -5.33178 1.52237 -1.07484
H 0.11370 -4.34433 -2.49747
H -3.30154 -2.98752 -0.89598
H -1.88301 -6.71822 0.47146
H 3.93832 3.82531 0.59276
H 0.47008 -1.68271 4.27911
H 2.08933 -2.20592 3.83782
H 1.73376 1.67227 -3.88287
H 1.18282 -3.07549 5.10070
H -2.45198 -0.96659 -3.87899
H 0.56963 6.29888 0.68857
H -6.74405 -0.44358 -0.55811
H -1.35640 -6.25324 -1.91002
H -1.56579 -6.15390 2.85024
H -2.90111 1.22793 -1.48596
H 3.22646 4.03321 2.18868
H 0.39676 3.55072 -1.77601
H -1.36410 3.09548 0.70100
H -0.87786 4.64393 -1.20379
H -0.49167 4.08975 2.53565
H 0.97273 0.57207 -1.80924
H -1.11536 5.77722 0.83733
*
```

This record from OMol25 describes a molecular structure, C4H11N3O. The level of theory is ωB97M-V with the def2-TZVPD basis set.

Calculated values
- energy (eV) = -10839.819
- lowest unoccupied orbital energy (eV) = 0.30
- highest occupied orbital energy (eV) = -8.88
- ΔE to the lowest compared entry with this formula, charge and spin (kJ/mol) = 520.26

Structure (ORCA input):
```
! wB97M-V def2-TZVPD RIJCOSX def2/J DEFGRID3
* xyz 0 1
O -0.34549 2.09690 -0.48703
N -2.69216 -0.83375 0.66394
N 1.52152 -0.72825 -0.29130
N -1.41981 -0.35707 0.70443
C -0.46787 -1.20508 0.94144
C 0.13474 1.12143 -1.49378
C 0.86940 -0.57080 1.06311
C 1.50471 0.52335 -1.12801
H -3.30092 0.21267 0.68142
H -2.88934 -1.60493 1.74079
H 1.59542 -1.09958 1.76135
H -0.60513 0.24120 -1.56112
H -0.69255 -2.35009 1.02889
H -0.84362 1.55462 0.07794
H 2.50195 -0.85176 -0.05315
H 2.13891 0.40790 -1.97409
H 0.27922 1.62818 -2.46528
H 0.74398 0.54211 1.25493
H 1.96703 1.27294 -0.46448
*
```

This record from OMol25 describes a single C2H4Br2 molecule. The level of theory is ωB97M-V with the def2-TZVPD basis set.

Calculated values
- energy (eV) = -142223.414
- lowest unoccupied orbital energy (eV) = 0.52
- highest occupied orbital energy (eV) = -9.83
- ΔE to the lowest compared entry with this formula, charge and spin (kJ/mol) = 53.99
- SMILES string = BrCCBr

Structure (ORCA input):
```
! wB97M-V def2-TZVPD RIJCOSX def2/J DEFGRID3
* xyz 0 1
Br -17.99568 9.02084 -7.84901
Br -16.50794 7.84311 -5.19499
C -15.38006 8.87476 -6.36800
C -16.16243 9.67311 -7.38309
H -16.33412 10.59155 -6.82176
H -14.78313 9.58769 -5.79923
H -14.83464 8.14901 -6.97125
H -15.65108 9.78436 -8.33925
*
```

Quick rundown of largest force on an atom, same order as above: 2.99 7.12 4.25 0.89 5.34 1.73 eV Å⁻¹